No. 1
Density functional theory data (ωB97M-V/def2-TZVPD) for C5H11N in the gas phase.

Structure (XYZ):
```
17
Properties=species:S:1:pos:R:3:nbo_charge:R:1
C -1.7280 1.9927 -1.5231 -0.416
C -0.4812 1.6321 -1.2385 -0.152
C -0.0274 0.2084 -0.9800 -0.451
C 0.2622 0.0549 0.4967 -0.231
N 0.0455 -1.3982 0.8495 -0.650
C 1.2136 -1.9097 1.5590 -0.413
H -2.6043 1.4035 -1.2707 0.193
H -1.9712 2.9777 -1.8393 0.193
H 0.3579 2.2852 -1.1021 0.187
H -0.8348 -0.4779 -1.4204 0.215
H 0.8248 0.0370 -1.6716 0.219
H 1.3417 0.2255 0.6645 0.192
H -0.2413 0.7177 1.2349 0.194
H -0.8897 -1.5481 1.2104 0.365
H 1.5837 -1.2484 2.3109 0.166
H 2.0069 -2.0169 0.7742 0.184
H 1.1417 -2.9354 1.9456 0.204
```

Summary:
Highest occupied orbital energy   -8.5489 eV
SMILES   C=CCCNC
Total energy   -6851.5437 eV
Kohn-Sham gap   9.74 eV

=====

No. 2
Density functional theory data (ωB97M-V/def2-TZVPD) for C5H11N in the gas phase.

Structure (XYZ):
```
17
Properties=species:S:1:pos:R:3:nbo_charge:R:1
C -0.1319 -1.8606 -1.7928 -0.610
C -0.7396 -0.7832 -0.9207 -0.406
C 0.2967 -0.0952 -0.0931 -0.190
N -0.4697 1.0273 0.6009 -0.469
C 0.4142 0.9443 1.7755 -0.245
C -0.0042 2.2419 1.2972 -0.236
H 0.6961 -1.4422 -2.3761 0.200
H -0.8790 -2.2521 -2.4836 0.214
H 0.2649 -2.6963 -1.2023 0.201
H -1.2230 0.0056 -1.4958 0.205
H -1.4977 -1.1920 -0.2360 0.205
H 1.1808 0.2576 -0.6363 0.183
H 0.7035 -0.8875 0.5933 0.173
H -0.0446 0.3688 2.5599 0.201
H 1.4664 0.7407 1.5665 0.172
H -0.7566 2.6806 1.9517 0.211
H 0.7238 2.9422 0.8917 0.192
```

Summary:
Highest occupied orbital energy   -8.9352 eV
SMILES   CCCN1CC1
Total energy   -6850.2962 eV
Kohn-Sham gap   10.11 eV

=====

No. 3
Density functional theory data (ωB97M-V/def2-TZVPD) for C5H11N in the gas phase.

Structure (XYZ):
```
17
Properties=species:S:1:pos:R:3:nbo_charge:R:1
C -1.8455 0.6813 0.2134 -0.645
C -1.4324 -0.3343 -0.8464 -0.223
N 0.0112 -0.7998 -0.6350 -0.396
C 0.3523 -1.1610 0.7247 -0.264
C 0.9274 0.0706 0.1239 -0.083
C 2.3401 0.4271 -0.3030 -0.615
H -1.3263 0.3235 1.1343 0.199
H -1.5386 1.6988 -0.0618 0.210
H -2.8820 0.6909 0.5466 0.221
H -2.0921 -1.2150 -0.7914 0.195
H -1.4663 0.0335 -1.8781 0.200
H -0.4179 -0.8850 1.4740 0.169
H 0.8096 -2.1251 0.9451 0.206
H 0.4475 0.9435 0.5633 0.184
H 2.9799 0.5819 0.5780 0.214
H 2.3219 1.3858 -0.8393 0.210
H 2.8111 -0.3166 -0.9482 0.219
```

Summary:
Highest occupied orbital energy   -9.1399 eV
SMILES   CCN1C[C@H]1C
Total energy   -6851.6856 eV
Kohn-Sham gap   10.30 eV

=====

No. 4
Density functional theory data (ωB97M-V/def2-TZVPD) for C5H11N in the gas phase.

Structure (XYZ):
```
17
Properties=species:S:1:pos:R:3:nbo_charge:R:1
C -0.5363 2.0627 0.0475 -0.589
C 0.3294 0.7412 0.0429 -0.057
C 0.2612 -0.2793 1.1673 -0.432
C 0.2566 -1.6050 0.3445 -0.423
C -0.4013 -1.2499 -1.0401 -0.235
N 0.0980 0.1617 -1.3231 -0.595
H -0.3509 2.5704 1.0075 0.190
H -0.2007 2.6542 -0.7597 0.213
H -1.5418 1.8454 -0.0200 0.199
H 1.3625 1.1240 0.1352 0.179
H -0.5538 -0.1892 1.8446 0.205
H 1.0601 -0.0546 1.9204 0.217
H -0.4059 -2.2286 0.9277 0.211
H 1.1498 -2.0560 0.1728 0.200
H -0.0539 -1.8203 -1.8925 0.194
H -1.4898 -1.4493 -0.9646 0.185
H 1.0171 -0.2273 -1.6104 0.340
```

Summary:
Highest occupied orbital energy   -9.3664 eV
SMILES   C[C@H]1CCCN1
Total energy   -6852.1568 eV
Kohn-Sham gap   10.43 eV

=====

No. 5
Density functional theory data (ωB97M-V/def2-TZVPD) for C5H11N in the gas phase.

Structure (XYZ):
```
17
Properties=species:S:1:pos:R:3:nbo_charge:R:1
C 1.6303 0.0384 1.2276 -0.599
C 0.8710 0.8745 0.1744 -0.411
C -0.5865 0.5632 0.2977 -0.232
C -1.4838 0.7508 -0.8870 -0.432
C -1.2067 -0.6118 -0.3882 -0.069
N -0.2614 -1.4059 -1.1973 -0.851
H 1.1438 0.0395 2.2495 0.200
H 2.6575 0.3454 1.3000 0.207
H 1.6635 -1.0484 1.0048 0.189
H 1.3026 0.6712 -0.8381 0.230
H 1.0956 1.9175 0.4950 0.205
H -0.9969 0.6712 1.3195 0.211
H -0.9145 1.1802 -1.7132 0.222
H -2.4269 1.2247 -0.7784 0.214
H -2.0119 -1.1895 0.1321 0.190
H 0.3269 -1.9898 -0.5314 0.360
H -0.8027 -2.0310 -1.8669 0.365
```

Summary:
Highest occupied orbital energy   -9.2269 eV
SMILES   CC[C@H]1C[C@H]1N
Total energy   -6852.2569 eV
Kohn-Sham gap   10.38 eV

=====

No. 6
Density functional theory data (ωB97M-V/def2-TZVPD) for C5H11N in the gas phase.

Structure (XYZ):
```
17
Properties=species:S:1:pos:R:3:nbo_charge:R:1
C 1.9582 -0.1937 -0.5134 -0.413
N 0.8937 0.6595 -0.0302 -0.411
C 0.3717 0.4623 1.3071 -0.255
C -0.4686 0.1682 0.1119 0.085
C -1.5040 1.1605 -0.3796 -0.603
C -0.8357 -1.2825 -0.1445 -0.626
H 1.9122 -1.2387 -0.1688 0.164
H 1.9446 -0.1916 -1.6088 0.200
H 2.9169 0.2222 -0.1879 0.203
H 0.2157 1.3632 1.8998 0.197
H 0.7305 -0.3995 1.8763 0.183
H -2.5203 0.7900 -0.2110 0.204
H -1.3746 1.3219 -1.4558 0.213
H -1.3998 2.1297 0.1163 0.217
H -1.6798 -1.5612 0.4976 0.218
H -1.1433 -1.4366 -1.1854 0.210
H -0.0175 -1.9736 0.0765 0.211
```

Summary:
Highest occupied orbital energy   -8.8254 eV
SMILES   CN1CC1(C)C
Total energy   -6852.3626 eV
Kohn-Sham gap   9.90 eV

=====

No. 7
Density functional theory data (ωB97M-V/def2-TZVPD) for 2 unconnected molecules or ions with the total composition C5H11N.

Structure (XYZ):
```
17
Properties=species:S:1:pos:R:3:nbo_charge:R:1
C 1.7336 -2.3535 -3.0246 -0.413
C 0.8693 -1.4519 -3.5217 -0.162
C 1.1229 0.0192 -3.3076 -0.658
H 1.9928 -3.3598 -3.3273 0.207
H 2.4560 -1.8838 -2.3610 0.172
H -0.0050 -1.8072 -4.0591 0.194
H 1.0845 0.2274 -2.2358 0.224
H 0.3650 0.5851 -3.8444 0.216
H 2.1251 0.2572 -3.6771 0.221
C -1.3657 2.3976 4.0326 -0.475
C -1.0725 1.1370 3.6378 -0.012
N -1.8404 0.1139 3.1044 -0.837
H -2.4094 2.6303 4.2264 0.186
H -0.5158 2.9423 4.4030 0.208
H -0.0162 1.2024 3.3298 0.183
H -2.8435 0.0899 3.0034 0.377
H -1.6808 -0.7460 3.6212 0.369
```

Summary:
Highest occupied orbital energy   -8.7495 eV
SMILES   C=CC.C=CN
Total energy   -6850.8715 eV
Kohn-Sham gap   9.82 eV

=====

No. 8
Density functional theory data (ωB97M-V/def2-TZVPD) for C5H11N in the gas phase.

Structure (XYZ):
```
17
Properties=species:S:1:pos:R:3:nbo_charge:R:1
C -0.8508 1.7235 0.1428 -0.516
C -0.1262 0.6086 0.0922 0.215
C -0.4730 -0.7982 -0.2103 -0.450
C -2.0951 -0.9565 -0.1066 -0.602
N 1.3285 0.6026 0.4576 -0.659
C 2.4162 -0.1912 -0.0661 -0.403
H -0.3926 2.6752 0.3883 0.204
H -1.9219 1.7249 -0.0228 0.210
H -0.0781 -1.5115 0.5168 0.222
H -0.1961 -1.0596 -1.2349 0.220
H -2.3284 -1.9997 -0.3371 0.204
H -2.4485 -0.7423 0.9056 0.209
H -2.6220 -0.3348 -0.8342 0.205
H 1.6387 1.4523 0.9242 0.372
H 2.5040 -1.1406 0.4749 0.179
H 3.3651 0.3462 0.0419 0.207
H 2.2802 -0.3989 -1.1324 0.185
```

Summary:
Highest occupied orbital energy   -7.8827 eV
SMILES   C=C(CC)NC
Total energy   -6852.2182 eV
Kohn-Sham gap   9.01 eV

=====

No. 9
Density functional theory data (ωB97M-V/def2-TZVPD) for C5H11N in the gas phase.

Structure (XYZ):
```
17
Properties=species:S:1:pos:R:3:nbo_charge:R:1
C 0.3860 -1.6144 -1.5722 -0.415
C -0.2838 -0.7515 -0.8250 0.037
C -1.5013 -0.0486 -1.3841 -0.662
C 0.1003 -0.4195 0.5874 -0.447
C 0.5852 1.0025 0.7609 -0.209
N 0.6597 1.3919 2.1689 -0.840
H 0.1524 -1.7869 -2.6181 0.193
H 1.2691 -2.0938 -1.1758 0.193
H -1.2322 0.4039 -2.3428 0.224
H -1.9579 0.6522 -0.6824 0.213
H -2.2953 -0.7679 -1.5785 0.224
H 0.8891 -1.0798 0.9795 0.201
H -0.7417 -0.7102 1.2249 0.219
H 1.4993 1.1526 0.1722 0.170
H -0.1578 1.6747 0.3130 0.181
H 1.4929 1.0328 2.6140 0.356
H 0.5846 2.3952 2.2361 0.362
```

Summary:
Highest occupied orbital energy   -9.1945 eV
SMILES   C=C(C)CCN
Total energy   -6852.7180 eV
Kohn-Sham gap   10.27 eV

=====

No. 10
Density functional theory data (ωB97M-V/def2-TZVPD) for C5H11N in the gas phase.

Structure (XYZ):
```
17
Properties=species:S:1:pos:R:3:nbo_charge:R:1
C 1.7163 1.0274 0.1671 -0.602
C 0.6744 -0.0858 0.2476 -0.047
C 0.6667 -0.9211 -1.0349 -0.635
N -0.6121 0.5241 0.6292 -0.413
C -1.7969 0.3772 -0.1960 -0.260
C -1.6749 -0.3355 1.0984 -0.255
H 1.4735 1.7276 -0.6402 0.204
H 1.7384 1.5907 1.1046 0.219
H 2.7154 0.6180 -0.0231 0.202
H 0.9541 -0.7470 1.0804 0.184
H 0.4560 -0.2970 -1.9128 0.207
H -0.0727 -1.7296 -0.9984 0.206
H 1.6499 -1.3835 -1.1749 0.219
H -1.7478 -0.2326 -1.0960 0.191
H -2.4213 1.2632 -0.2895 0.199
H -2.2030 0.0200 1.9815 0.198
H -1.5160 -1.4160 1.0569 0.183
```

Summary:
Highest occupied orbital energy   -8.9286 eV
SMILES   CC(C)N1CC1
Total energy   -6852.2290 eV
Kohn-Sham gap   10.11 eV

=====

No. 11
Density functional theory data (ωB97M-V/def2-TZVPD) for 3 unconnected molecules or ions with the total composition C5H11N.

Structure (XYZ):
```
17
Properties=species:S:1:pos:R:3:nbo_charge:R:1
C 1.9608 -0.8628 -0.4723 0.061
N 1.6086 0.2744 -0.8603 -0.318
C 2.2216 0.1487 0.5253 -0.324
H 1.9521 -1.8895 -0.8182 0.213
H 1.5424 0.2779 1.3702 0.185
H 3.2210 0.5616 0.6514 0.182
H -0.0578 -1.6385 1.0867 0.014
H 0.4687 -2.1620 1.1574 -0.017
C -1.5167 0.1704 1.0839 -0.443
C -1.1466 0.8971 0.0320 -0.148
C -1.5604 0.6251 -1.3851 -0.657
H -1.2062 0.4196 2.0963 0.201
H -2.1449 -0.7129 0.9704 0.192
H -0.5051 1.7648 0.1872 0.201
H -1.9142 -0.4047 -1.5059 0.207
H -0.7244 0.7915 -2.0710 0.233
H -2.3752 1.2988 -1.6779 0.218
```

Summary:
Highest occupied orbital energy   -9.4926 eV
SMILES   C1=NC1.[H][H].C=CC
Total energy   -6849.5039 eV
Kohn-Sham gap   10.73 eV

=====

No. 12
Density functional theory data (ωB97M-V/def2-TZVPD) for C5H11N in the gas phase.

Structure (XYZ):
```
17
Properties=species:S:1:pos:R:3:nbo_charge:R:1
C 1.1451 0.7077 -2.0044 -0.406
C 1.2008 0.1626 -0.7998 -0.170
C 0.5204 -1.0893 -0.3606 -0.451
C -0.0088 -0.9454 1.0732 -0.413
C -0.8070 0.2780 1.4619 -0.234
N -1.7708 0.8312 0.5069 -0.804
H 1.7345 1.5860 -2.2421 0.204
H 0.5065 0.2782 -2.7617 0.190
H 1.7611 0.6523 -0.0144 0.189
H 1.2090 -1.9309 -0.3125 0.224
H -0.2139 -1.3441 -1.1299 0.200
H -0.4928 -1.8861 1.3239 0.207
H 0.8845 -0.9714 1.7145 0.205
H -1.3042 0.0716 2.4141 0.189
H -0.1405 1.0814 1.7776 0.183
H -1.1972 1.4211 -0.1024 0.350
H -1.9189 0.0946 -0.1828 0.338
```

Summary:
Highest occupied orbital energy   -9.4191 eV
SMILES   C=CCCCN
Total energy   -6852.4179 eV
Kohn-Sham gap   10.52 eV

=====

No. 13
Density functional theory data (ωB97M-V/def2-TZVPD) for C5H11N in the gas phase.

Structure (XYZ):
```
17
Properties=species:S:1:pos:R:3:nbo_charge:R:1
C 0.8225 1.8185 -0.0806 -0.614
C -0.0948 0.7831 0.4535 -0.247
C 0.1232 -0.7545 0.5094 -0.219
C 1.3024 -1.4835 -0.1085 -0.621
C -0.9500 -0.0929 -0.3070 -0.071
N -2.3322 -0.1947 0.0433 -0.838
H 0.2037 2.6564 -0.4751 0.216
H 1.5037 1.4204 -0.8863 0.212
H 1.6427 2.1988 0.6701 0.216
H -0.7185 1.0088 1.3469 0.227
H -0.1299 -1.2858 1.4683 0.212
H 2.1582 -1.5940 0.5917 0.215
H 0.9484 -2.5036 -0.4158 0.209
H 1.7424 -1.0441 -1.0299 0.205
H -0.6158 -0.3293 -1.3493 0.167
H -2.7370 -1.1298 -0.1044 0.368
H -2.8690 0.5262 -0.3264 0.363
```

Summary:
Highest occupied orbital energy   -8.7720 eV
SMILES   C[C@@H]1[C@H](C)[C@H]1N
Total energy   -6852.0617 eV
Kohn-Sham gap   9.96 eV

=====

No. 14
Density functional theory data (ωB97M-V/def2-TZVPD) for C5H11N in the gas phase.

Structure (XYZ):
```
17
Properties=species:S:1:pos:R:3:nbo_charge:R:1
C 0.0662 -1.2654 1.6310 -0.646
C 0.3294 0.2511 1.5325 -0.220
N 0.1182 0.9009 0.2339 -0.405
C -1.2066 0.8016 -0.3490 -0.263
C -0.0555 0.0712 -0.9424 -0.082
C 0.6812 0.4448 -2.2034 -0.611
H -0.2350 -1.5316 2.6476 0.219
H -0.7340 -1.6237 0.9742 0.204
H 0.9585 -1.8476 1.3749 0.209
H -0.2864 0.7928 2.2622 0.191
H 1.3688 0.4487 1.8213 0.196
H -1.9574 0.2198 0.1941 0.186
H -1.5967 1.7105 -0.8080 0.199
H -0.0672 -1.0049 -0.7764 0.188
H 0.2882 -0.1218 -3.0563 0.209
H 1.7411 0.1861 -2.0870 0.212
H 0.6125 1.5138 -2.4262 0.215
```

Summary:
Highest occupied orbital energy   -8.9447 eV
SMILES   CCN1C[C@H]1C
Total energy   -6852.2014 eV
Kohn-Sham gap   10.11 eV